Formula: C43H47CsN7O2PS4
Source: the OMol25 dataset
Level of theory: wB97M-V/def2-TZVPD

ORCA input file:
```
! RIJCOSX wB97M-V def2-TZVPD def2/J DEFGRID3
* xyz -2 1
Cs -1.226 -0.475 -0.279
C -4.192 -2.177 5.160
S -4.650 -0.488 5.658
C -4.154 0.290 4.053
S -5.246 0.230 2.795
N -2.989 0.777 4.140
N -2.049 1.228 3.393
C -1.741 2.481 3.398
C -0.524 2.986 2.837
C -0.225 4.356 2.981
C 0.991 4.836 2.554
C 1.882 3.953 1.955
C 1.494 2.626 1.837
N 0.347 2.145 2.268
H -4.607 -2.870 5.888
H -3.107 -2.251 5.136
H -4.610 -2.359 4.174
H -2.375 3.210 3.912
H -0.946 5.010 3.452
H 1.258 5.877 2.702
H 2.853 4.279 1.605
H 2.169 1.897 1.401
C -2.050 3.683 -5.728
C -2.278 4.549 -4.489
N -2.643 3.780 -3.326
C -4.048 3.590 -3.058
C -4.671 4.721 -2.238
C -1.674 3.240 -2.522
S -2.119 2.741 -0.983
N -0.436 3.324 -3.004
C 0.588 2.572 -2.625
O 0.578 1.487 -2.025
C 1.907 3.114 -3.105
C 1.993 4.007 -4.166
C 3.219 4.509 -4.561
C 4.374 4.130 -3.893
C 4.302 3.215 -2.856
C 3.077 2.707 -2.471
H -1.753 4.299 -6.575
H -2.956 3.138 -5.984
H -1.264 2.969 -5.509
H -3.077 5.273 -4.676
H -1.358 5.091 -4.255
H -4.158 2.672 -2.475
H -4.568 3.481 -4.019
H -4.161 4.750 -1.281
H -5.727 4.525 -2.060
H -4.574 5.689 -2.730
H 1.085 4.298 -4.671
H 3.290 5.196 -5.396
H 5.329 4.546 -4.185
H 5.210 2.899 -2.355
H 3.008 1.993 -1.665
C -5.159 -5.793 -0.426
C -4.153 -5.199 0.350
C -3.389 -4.190 -0.166
C -3.585 -3.705 -1.476
C -2.792 -2.657 -2.002
C -3.006 -2.282 -3.306
C -4.017 -2.865 -4.094
C -4.824 -3.841 -3.576
C -4.612 -4.311 -2.264
C -5.376 -5.358 -1.705
H -5.758 -6.596 -0.008
H -3.980 -5.547 1.359
H -2.601 -3.749 0.430
H -2.394 -1.506 -3.757
H -4.160 -2.526 -5.116
H -5.640 -4.253 -4.162
H -6.137 -5.827 -2.321
C 3.606 -2.928 -1.384
P 2.205 -1.721 -1.326
C 2.632 -0.491 -0.053
C 2.325 -0.900 -2.949
O 0.920 -2.394 -1.091
H 4.576 -2.449 -1.485
H 3.429 -3.581 -2.239
H 3.587 -3.530 -0.480
H 3.670 -0.172 -0.100
H 2.403 -0.914 0.924
H 1.972 0.356 -0.228
H 3.312 -0.481 -3.127
H 1.580 -0.106 -2.966
H 2.075 -1.638 -3.709
S 3.641 -4.726 5.347
C 2.508 -3.790 4.323
C 2.259 -4.192 3.015
C 1.462 -3.384 2.223
N 0.924 -2.249 2.648
C 1.153 -1.881 3.900
C 1.942 -2.605 4.777
C 4.973 -3.557 5.189
C 5.119 -2.516 6.110
C 6.119 -1.594 5.897
N 6.969 -1.634 4.870
C 6.816 -2.633 4.000
C 5.850 -3.609 4.102
H 2.687 -5.111 2.642
H 1.247 -3.648 1.195
H 0.683 -0.957 4.210
H 2.118 -2.260 5.782
H 4.463 -2.447 6.964
H 6.266 -0.769 6.583
H 7.524 -2.638 3.180
H 5.770 -4.396 3.368
*
```

The value obtained for the energy relative to the best compared isomer or geometry (same formula, charge and spin) is 207.4 kJ/mol. Its frontier orbital gap is 4.06 eV. The value obtained for the LUMO energy is 0.10942 Ha.

Formula: C43H47GeIN3O4SSeY
Source: the OMol25 dataset
Level of theory: wB97M-V/def2-TZVPD

ORCA input file:
```
! RIJCOSX wB97M-V def2-TZVPD def2/J DEFGRID3
* xyz 0 1
Y -16.708 -8.050 11.262
C -12.530 -9.475 13.068
C -12.631 -9.820 11.603
N -11.545 -10.279 10.995
C -11.603 -10.559 9.668
C -12.826 -10.460 8.987
C -12.975 -11.102 7.604
O -13.013 -10.188 6.518
C -13.938 -9.899 9.609
C -15.108 -9.648 8.789
N -16.243 -9.103 9.136
C -17.134 -9.009 8.002
C -16.984 -7.932 7.135
C -17.834 -7.849 6.039
C -18.908 -8.744 5.858
C -19.077 -9.796 6.788
C -18.196 -9.961 7.813
I -18.429 -11.417 9.289
C -13.872 -9.626 11.002
O -14.939 -9.260 11.674
H -11.737 -10.070 13.673
H -13.463 -9.773 13.579
H -12.369 -8.413 13.127
H -10.690 -10.924 9.252
H -13.847 -11.737 7.445
H -12.145 -11.849 7.358
H -12.408 -9.463 6.551
H -14.895 -10.003 7.753
H -16.198 -7.210 7.282
H -17.615 -7.060 5.359
H -19.574 -8.552 5.016
H -19.967 -10.404 6.674
C -15.149 -3.230 16.432
Ge -16.859 -3.196 15.443
C -16.923 -1.649 14.322
C -18.240 -3.125 16.728
C -17.303 -4.851 14.483
Se -15.853 -5.592 13.392
C -15.753 -4.044 12.232
H -14.866 -2.199 16.700
H -14.275 -3.643 15.934
H -15.289 -3.713 17.424
H -16.953 -1.968 13.286
H -16.156 -0.945 14.544
H -17.871 -1.154 14.514
H -18.259 -2.239 17.305
H -18.126 -3.982 17.478
H -19.150 -3.174 16.117
H -18.175 -4.706 13.834
H -17.633 -5.512 15.269
H -15.229 -3.260 12.813
H -16.779 -3.665 11.972
H -15.042 -4.381 11.379
C -20.962 -7.413 9.788
C -20.066 -7.955 10.930
C -20.423 -7.242 12.230
O -18.684 -7.858 10.705
H -22.019 -7.557 10.044
H -20.708 -7.983 8.853
H -20.830 -6.362 9.708
H -20.391 -8.985 11.088
H -20.436 -6.161 12.400
H -19.770 -7.624 13.010
H -21.499 -7.486 12.542
N -7.658 -6.373 7.325
C -8.700 -6.283 7.809
C -10.024 -6.141 8.433
C -11.035 -5.597 7.603
C -12.372 -5.657 8.010
C -12.787 -6.133 9.271
C -11.773 -6.689 10.018
C -10.431 -6.665 9.631
C -14.140 -6.217 9.760
C -15.279 -6.445 10.171
H -10.776 -5.089 6.683
H -13.275 -5.274 7.344
H -12.065 -7.080 11.030
H -9.671 -7.109 10.226
O -17.106 -8.908 13.459
S -17.194 -10.131 14.355
C -16.846 -11.519 13.292
C -17.927 -12.417 13.018
C -17.721 -13.433 12.137
C -16.431 -13.677 11.578
C -15.351 -12.891 11.961
C -15.609 -11.805 12.772
C -15.791 -10.095 15.392
C -15.536 -11.218 16.225
C -14.525 -11.078 17.215
C -13.749 -9.952 17.312
C -14.165 -8.785 16.607
C -15.231 -8.816 15.716
H -18.927 -12.195 13.426
H -18.542 -14.099 11.967
H -16.438 -14.449 10.793
H -14.331 -13.038 11.619
H -14.827 -11.017 12.996
H -16.091 -12.069 16.020
H -14.118 -11.950 17.654
H -12.818 -9.947 17.943
H -13.628 -7.837 16.825
H -15.436 -7.992 15.057
*
```

The value obtained for the energy relative to the best compared isomer or geometry (same formula, charge and spin) is 151.4 kJ/mol. Its frontier orbital gap is 7.83 eV. The value obtained for the LUMO energy is -0.01129 Ha.

Number 1 is which compound? C43H47CsN7O2PS4

The highest energy relative to the best compared isomer or geometry (same formula, charge and spin) belongs to which entry? C43H47CsN7O2PS4